Computed, not measured: C33H40CrN2O7S3 as an isolated structure, with ωB97M-V/def2-TZVPD.

Results
Energy above the lowest of the compared OMol25 structures with the same formula, charge and spin   63.7 kcal/mol
HOMO level (alpha / beta)   0.7 / -0.8 eV
Charge   -2
Multiplicity   5
Maximum force   0.0138 Eh/bohr

Geometry as XYZ:
```
86
Properties=species:S:1:pos:R:3:forces:R:3:mulliken_spin:R:1
Cr -0.03231 0.34011 0.08167 -0.5 0.5 -0.1 3.5830
C -1.43442 2.86724 2.28547 0.0 -0.1 0.0 -0.0229
C -1.52760 2.76082 0.79533 0.1 0.1 0.0 0.4597
N -0.40493 2.38895 0.09530 0.0 0.1 0.0 -0.0301
N -0.30205 3.07931 -1.09444 0.0 -0.2 0.1 0.0178
C 0.32590 2.49891 -2.05072 0.1 0.0 -0.2 0.0904
S 0.93188 0.85670 -2.08439 0.0 0.2 0.2 -0.0085
S 0.66899 3.54633 -3.46534 -0.1 0.0 0.0 0.0001
C 2.47986 3.62759 -3.27650 0.0 0.0 0.1 0.0082
C 2.89651 4.41662 -2.06879 0.0 0.0 -0.1 -0.0018
C 2.89088 3.81690 -0.81024 0.0 0.0 0.0 0.0174
C 3.20553 4.55782 0.31997 0.0 0.0 0.0 -0.0004
C 3.54241 5.90051 0.21017 0.0 0.0 0.0 0.0001
C 3.55541 6.50407 -1.04030 0.0 0.0 0.0 0.0004
C 3.22782 5.76451 -2.16830 0.0 0.0 0.0 -0.0006
C -2.79192 2.92571 0.12201 -0.1 -0.1 0.0 -0.0258
C -3.69671 3.94019 0.48579 0.0 0.1 0.0 0.1664
C -4.88572 4.17201 -0.18856 0.0 0.0 0.0 -0.0939
C -5.23574 3.36356 -1.26118 0.0 0.0 0.0 0.1651
C -4.40646 2.29512 -1.59715 0.0 0.0 0.0 -0.0727
C -3.22528 2.04072 -0.91799 0.0 0.0 0.0 0.0980
O -2.56928 0.90840 -1.28980 0.0 0.0 0.0 0.0184
H -0.40407 3.07366 2.58225 0.0 0.0 0.0 0.0023
H -1.74363 1.93267 2.76754 0.0 0.0 0.0 0.0235
H -2.07619 3.66551 2.67041 0.0 0.0 0.0 0.0087
H 2.86973 4.07538 -4.19271 0.0 0.0 0.0 0.0000
H 2.82531 2.59483 -3.20490 0.1 0.0 0.0 -0.0002
H 2.60620 2.77408 -0.72054 0.0 0.0 0.0 -0.0077
H 3.16582 4.08125 1.29177 0.0 0.0 0.0 0.0022
H 3.77934 6.47806 1.09640 0.0 0.0 0.0 0.0000
H 3.80775 7.55431 -1.13647 0.0 0.0 0.0 0.0000
H 3.21363 6.24153 -3.14302 0.0 0.0 0.0 -0.0001
H -3.41529 4.60832 1.29210 0.0 0.0 0.0 0.0187
H -5.52794 4.99202 0.11592 0.0 0.0 0.0 -0.0059
H -6.15368 3.53640 -1.81206 0.0 0.0 0.0 0.0217
H -4.68599 1.59558 -2.37654 0.0 0.0 0.0 -0.0068
C -0.42902 0.31197 7.01739 0.0 0.0 0.0 -0.0004
O 0.52936 -0.67596 6.70903 0.1 0.0 0.0 0.0002
C 0.79917 -0.87623 5.37812 0.0 -0.1 0.1 0.0053
C 1.87129 -1.76303 5.12039 -0.1 0.1 0.0 0.0066
C 2.21415 -1.98443 3.81380 0.0 0.0 0.0 -0.0057
C 1.55192 -1.37649 2.73206 0.1 0.0 -0.2 0.0670
C 2.03372 -1.55505 1.37544 -0.1 0.1 0.1 -0.0142
C 3.11472 -2.56857 1.06278 0.0 0.0 0.0 0.0051
O 1.60945 -0.88889 0.43179 0.3 -0.4 0.0 -0.0425
C 0.41958 -0.52595 2.98344 -0.1 -0.1 0.2 -0.0244
O -0.32768 -0.01929 2.09786 0.2 0.2 0.0 -0.0026
C 0.09659 -0.28548 4.36675 0.0 0.0 -0.1 0.0049
H -0.41440 0.42156 8.10033 0.0 0.0 0.0 0.0000
H -1.43103 0.01392 6.69541 0.0 0.0 0.0 0.0002
H -0.17975 1.26579 6.54524 0.0 0.0 0.0 0.0002
H 2.39408 -2.22572 5.94570 0.0 0.0 0.0 0.0011
H 3.04408 -2.64934 3.60495 0.0 0.0 0.0 0.0005
H 4.05182 -2.30661 1.55815 0.0 0.0 0.0 0.0011
H 3.24756 -2.57527 -0.01710 0.0 0.0 0.0 0.0004
H 2.82210 -3.56341 1.40448 0.0 0.0 0.0 0.0006
H -0.74257 0.37270 4.54159 0.0 0.0 0.0 0.0011
C 2.56958 -6.23805 -4.20771 0.0 0.0 0.0 0.0000
C 2.06599 -5.20330 -3.20725 0.0 0.0 0.0 0.0000
C 0.83087 -4.47860 -3.71393 -0.1 0.0 -0.1 0.0003
S 0.43494 -2.97110 -2.75187 0.4 0.1 0.2 0.0047
O 1.75455 -2.52782 -2.20341 -0.2 -0.1 -0.2 0.0033
C -0.40357 -3.78627 -1.37812 -0.1 0.1 0.1 -0.0020
C -1.74571 -4.43098 -1.72102 0.0 -0.1 0.0 0.0031
C -2.71362 -3.50443 -2.45525 0.0 0.0 0.0 -0.0047
H 3.48375 -6.72004 -3.85443 0.0 0.0 0.0 0.0000
H 2.79157 -5.76892 -5.16912 0.0 0.0 0.0 0.0000
H 1.82922 -7.02166 -4.38866 0.0 0.0 0.0 0.0000
H 2.83536 -4.45932 -2.99681 0.0 0.0 0.0 0.0001
H 1.84432 -5.69065 -2.25415 0.0 0.0 0.0 0.0000
H -0.05093 -5.12295 -3.70621 0.0 0.0 -0.1 -0.0001
H 0.98455 -4.13232 -4.73946 0.0 0.0 0.0 0.0001
H -0.55645 -2.95195 -0.68971 0.0 0.0 0.0 0.0094
H 0.30736 -4.49719 -0.94873 0.0 0.0 0.0 0.0004
H -2.19299 -4.74729 -0.77423 0.0 0.0 0.0 0.0001
H -1.59027 -5.34806 -2.30169 0.0 0.0 0.1 -0.0001
H -2.69397 -2.51187 -2.00223 0.0 0.0 0.1 0.0019
H -3.73057 -3.90269 -2.42277 0.0 0.0 0.0 -0.0004
H -2.43533 -3.38517 -3.50554 0.0 0.0 0.0 0.0008
C -3.59741 -1.24736 0.89792 0.0 0.0 0.0 -0.0049
O -2.96681 0.00129 0.79674 0.1 0.0 0.1 -0.0061
C -1.98219 0.09352 -0.23007 0.1 -0.3 -0.1 -0.4592
O -1.49025 -1.03407 -0.66929 -0.1 0.0 0.0 0.0269
H -4.18173 -1.23107 1.82114 0.0 0.0 0.0 0.0017
H -2.87163 -2.06480 0.94078 0.0 0.0 0.0 -0.0028
H -4.27748 -1.43880 0.05529 0.0 0.0 0.0 -0.0015
```
Positions in Å, forces in eV/Å.

=====

Computed, not measured: C33H40CuN3O7P4S as an isolated structure, with ωB97M-V/def2-TZVPD.

Results
Energy above the lowest of the compared OMol25 structures with the same formula, charge and spin   51.3 kcal/mol
HOMO level   -7.5 eV
Charge   0
Maximum force   0.0243 Eh/bohr

Geometry as XYZ:
```
89
Properties=species:S:1:pos:R:3:forces:R:3:lowdin_charge:R:1
Cu 0.46418 0.07701 -0.15941 -0.5 -1.0 -0.5 0.0422
C -5.42300 -4.57505 3.98655 -0.2 0.4 -0.4 -0.4124
S -6.48717 -3.60834 2.87771 0.0 -0.1 0.0 0.7854
C -5.34343 -3.34244 1.48796 -0.2 0.0 0.5 -0.5053
C -4.25367 -2.33137 1.80003 0.0 -0.1 -0.3 -0.2406
C -3.26983 -2.22850 0.63187 -0.5 -0.1 0.5 -0.2774
N -2.21357 -1.26507 0.92394 0.6 0.1 -0.5 -0.4448
P -0.61624 -1.79703 1.23933 -0.5 -0.9 0.0 1.0484
C -0.97943 -2.95375 2.63361 0.4 0.2 0.0 -0.3290
C -1.33132 -4.29382 2.49371 -0.1 0.1 -0.1 -0.0984
C -1.60934 -5.06361 3.60916 -0.1 -0.1 0.0 -0.0838
C -1.54351 -4.50965 4.87715 0.0 0.0 0.1 -0.0911
C -1.17178 -3.18392 5.02769 -0.1 0.0 0.2 -0.0775
C -0.88006 -2.41743 3.91354 0.0 0.0 -0.1 -0.0952
C -0.25014 -3.06534 -0.03009 0.0 0.0 0.1 -0.3871
C -0.85901 -3.08957 -1.27912 -0.1 -0.1 0.2 -0.1191
C -0.49035 -4.03966 -2.21455 0.0 0.0 -0.1 -0.0801
C 0.50382 -4.95849 -1.92043 0.0 -0.1 0.0 -0.0906
C 1.14369 -4.91674 -0.69038 0.0 -0.1 0.0 -0.0912
C 0.77519 -3.96894 0.24507 -0.2 0.1 0.0 -0.1290
P -2.09861 0.18514 -0.05837 -0.8 0.1 0.7 1.0478
C -3.89922 0.61089 -0.05370 0.2 0.0 -0.4 -0.3476
C -4.61705 0.45137 -1.23286 0.1 0.0 0.0 -0.1141
C -5.98131 0.68548 -1.26270 -0.2 0.0 -0.1 -0.0864
C -6.63720 1.09236 -0.11335 0.0 0.0 -0.1 -0.0830
C -5.92377 1.27582 1.06038 0.0 0.0 0.1 -0.0733
C -4.56217 1.03772 1.09158 0.1 0.0 0.0 -0.0880
C -1.58982 1.40800 1.20845 -0.1 0.2 0.0 -0.3986
C -1.36094 2.69881 0.73830 0.0 -0.1 0.0 -0.1083
C -0.97618 3.70060 1.60900 0.0 0.1 0.0 -0.0856
C -0.81741 3.42179 2.95711 0.0 0.1 0.0 -0.0839
C -1.05653 2.14321 3.43148 0.0 0.0 0.1 -0.0712
C -1.44572 1.13986 2.56285 -0.1 0.0 -0.1 -0.1215
H -6.05755 -4.93777 4.78800 0.0 -0.1 0.1 0.0248
H -4.63457 -3.94876 4.39341 0.1 -0.1 0.1 0.0171
H -5.00080 -5.41262 3.43886 0.1 -0.1 0.0 0.0305
H -5.97079 -2.99340 0.66801 0.0 0.0 -0.1 0.0725
H -4.92348 -4.31362 1.22275 0.0 0.0 -0.1 0.0763
H -3.70636 -2.63041 2.69550 0.0 0.0 0.0 0.0919
H -4.70556 -1.35616 1.98480 0.0 0.0 0.1 0.0949
H -3.82022 -1.92412 -0.26579 0.1 -0.2 0.0 0.1051
H -2.84466 -3.21999 0.44569 0.0 0.1 -0.1 0.0966
H -1.37763 -4.75129 1.51548 0.0 0.0 -0.1 0.1043
H -1.87499 -6.10478 3.48993 0.0 -0.1 0.0 0.1054
H -1.76695 -5.11327 5.74475 0.0 0.0 0.1 0.1036
H -1.09948 -2.75084 6.01463 0.0 0.0 0.1 0.1044
H -0.55186 -1.39338 4.02506 0.0 0.1 0.1 0.0950
H -1.60347 -2.34387 -1.52587 -0.1 0.0 0.0 0.0906
H -0.97401 -4.05764 -3.18047 0.0 0.0 -0.1 0.1072
H 0.78814 -5.69990 -2.65295 0.0 -0.1 -0.1 0.1013
H 1.91521 -5.63670 -0.45609 0.1 0.0 0.0 0.1028
H 1.26699 -3.92532 1.20851 0.1 -0.1 0.1 0.1130
H -4.09594 0.13985 -2.12912 0.0 0.0 -0.1 0.0969
H -6.53406 0.54905 -2.18124 0.0 0.0 -0.1 0.1013
H -7.70207 1.27286 -0.13177 -0.1 0.0 0.0 0.1024
H -6.43258 1.60183 1.95616 0.0 0.0 0.1 0.1067
H -4.00572 1.18368 2.00614 0.0 0.0 0.1 0.1060
H -1.47691 2.90178 -0.31748 0.0 0.1 -0.1 0.1020
H -0.79270 4.70031 1.23981 0.0 0.0 0.0 0.1048
H -0.50649 4.20120 3.63840 0.0 0.1 0.0 0.1016
H -0.93360 1.92848 4.48375 0.0 0.0 0.1 0.1053
H -1.63634 0.14146 2.92907 0.0 0.0 0.0 0.0717
C 4.16783 2.72027 -0.46209 0.2 0.1 -0.1 -0.0657
C 2.73486 2.39152 -0.09883 -0.2 -0.5 -0.1 -0.5917
O 2.05413 3.49778 0.47190 0.0 0.6 0.5 -0.0674
P 1.74640 2.15291 -1.60215 0.4 0.4 -1.1 0.5135
O 2.67241 1.34356 -2.61484 0.2 0.4 0.5 -0.0947
O 1.74115 3.59867 -2.27926 0.3 -0.1 -0.1 -0.0879
O 0.36496 1.62685 -1.53928 -0.1 0.2 0.1 -0.2942
P 2.69038 1.02761 1.15220 0.4 -0.4 0.3 0.3155
O 3.32228 -0.22722 0.28831 -0.3 0.3 0.2 -0.1600
O 3.60693 1.40045 2.24479 0.4 0.3 0.0 -0.2740
O 1.27213 0.69680 1.48779 0.2 0.3 0.2 -0.3216
H 4.20981 3.62682 -1.06288 0.0 0.0 -0.1 0.0879
H 4.58709 1.89501 -1.03331 0.2 0.0 0.0 0.0796
H 4.74113 2.86882 0.45188 0.0 0.0 0.0 0.0877
H 2.13168 3.42273 1.43644 -0.1 0.2 -0.1 0.1020
H 2.13060 0.94073 -3.29930 -0.1 -0.3 -0.2 0.0662
H 1.38648 4.24932 -1.66931 -0.1 0.3 0.2 0.0823
H 4.23425 -0.27569 0.57478 0.5 -0.2 0.1 0.0726
N 2.29001 -1.89125 -1.71461 0.1 -0.2 -0.3 0.0355
C 2.69694 -2.25806 -2.93998 -0.1 0.0 0.0 -0.0729
C 1.78688 -1.73357 -3.83222 0.0 0.0 0.0 -0.0584
C 0.85675 -1.05566 -3.03620 0.3 -0.3 -0.1 -0.1726
N 1.18299 -1.16447 -1.75931 -0.2 0.7 0.4 -0.0050
H 2.73672 -2.04028 -0.82093 -0.1 0.1 -0.1 0.1431
H 3.57294 -2.85541 -3.09998 0.1 -0.1 0.0 0.1190
H 1.78576 -1.83470 -4.89785 0.0 -0.1 -0.2 0.0956
H -0.01647 -0.50979 -3.32791 -0.3 0.2 0.0 0.1198
```
Positions in Å, forces in eV/Å.